Entry from OMol25: one molecule with the formula C5H10O (ωB97M-V/def2-TZVPD).

Summary:
* energy relative to the best compared isomer or geometry (same formula, charge and spin): 1.065 eV
* lowest unoccupied orbital energy: 1.06 eV
* highest occupied orbital energy: -10.037 eV
* SMILES string: C[C@@H]1OC1(C)C
* energy: -271.7135 Ha

The geometry in ORCA input format:
```
! RIJCOSX wB97M-V def2-TZVPD def2/J DEFGRID3
* xyz 0 1
C -0.15648 2.05900 0.29752
C -0.37208 0.86532 -0.60214
O -1.44391 0.03256 -0.17109
C -0.11820 -0.50795 -0.13803
C -0.00875 -1.65599 -1.11682
C 0.56337 -0.72110 1.21087
H 0.90160 2.28959 0.46275
H -0.64171 2.94565 -0.12150
H -0.62629 1.84553 1.26253
H -0.31940 1.05093 -1.67842
H -0.35204 -1.35790 -2.11260
H -0.66985 -2.45710 -0.76266
H 1.00596 -2.06006 -1.18540
H -0.16722 -0.79343 2.02095
H 1.24674 0.10616 1.43910
H 1.15825 -1.64121 1.19491
*
```